Density functional theory data (the ωB97M-V functional and the def2-TZVPD basis) for an isolated molecule of C5H10OS in a non-equilibrium geometry.

Each line ends with the natural charge from an NBO analysis.
Geometry (Å):
C  -0.029  -1.804  -0.747  -0.41
C  0.511  -0.949  0.094  0.03
C  1.958  -0.857  0.286  -0.67
C  -0.346  0.125  0.757  -0.50
C  -1.002  1.117  -0.240  0.05
O  -0.147  2.171  -0.624  -0.68
S  -2.717  1.554  0.546  -0.14
H  0.725  -2.353  -1.243  0.20
H  -1.053  -1.737  -1.080  0.20
H  2.559  -0.647  1.205  0.23
H  2.284  -0.012  -0.373  0.23
H  2.577  -1.760  -0.032  0.22
H  0.256  0.657  1.473  0.20
H  -1.050  -0.376  1.402  0.25
H  -1.267  0.536  -1.157  0.20
H  0.201  2.406  0.237  0.46
H  -3.459  1.929  -0.503  0.13

The total energy is -18228.2069 eV. The HOMO energy is -9.33 eV. As for the molecular weight: 118.201 g mol⁻¹. As for the SMILES: C=C(C)C[C@H](O)S. For the relative energy (zero: lowest compared OMol25 entry of this formula, charge and spin), the calculation gives 1.692 eV.



Density functional theory data (the ωB97M-V functional and the def2-TZVPD basis) for a structure of composition C28H23Br2N8RuS4Si in a non-equilibrium geometry.

Each line ends with the natural charge from an NBO analysis.
Geometry (Å):
Ru  -0.773  -0.005  0.117  0.40
N  2.497  -1.325  1.699  -0.79
C  2.623  -0.167  1.023  0.30
N  1.650  0.544  0.515  -0.55
C  2.160  1.631  -0.174  0.12
C  3.508  1.735  -0.186  -0.43
S  4.223  0.445  0.692  0.40
C  1.274  2.558  -0.850  0.12
C  1.642  3.790  -1.278  -0.43
S  0.342  4.555  -2.104  0.37
C  -0.632  3.125  -1.817  0.29
N  -0.022  2.187  -1.144  -0.53
N  -1.907  3.103  -2.264  -0.82
H  1.593  -1.556  2.051  0.41
H  3.298  -1.688  2.185  0.40
H  4.122  2.470  -0.675  0.25
H  2.587  4.290  -1.154  0.24
H  -2.177  3.800  -2.935  0.40
H  -2.370  2.199  -2.328  0.43
Br  -2.868  5.478  3.456  0.10
C  -2.431  3.861  2.570  -0.04
C  -3.028  3.568  1.351  -0.25
C  -2.664  2.380  0.749  0.08
N  -1.800  1.522  1.272  -0.48
C  -1.298  1.759  2.502  0.25
C  -1.564  2.970  3.153  -0.27
C  -0.623  0.641  3.131  0.16
C  -0.163  0.662  4.456  -0.20
C  0.213  -0.512  5.056  -0.05
Br  0.843  -0.513  6.842  0.11
C  0.120  -1.716  4.363  -0.27
C  -0.278  -1.641  3.045  0.04
N  -0.569  -0.508  2.413  -0.42
H  -3.743  4.235  0.896  0.24
H  -3.101  2.107  -0.203  0.23
H  -1.118  3.190  4.112  0.23
H  -0.116  1.595  4.998  0.23
H  0.351  -2.657  4.838  0.25
H  -0.386  -2.551  2.462  0.25
S  -2.761  -1.689  0.772  -0.03
C  -3.573  -1.950  -0.722  -0.30
C  -4.507  -3.025  -0.760  0.26
N  -5.238  -3.914  -0.780  -0.29
C  -3.341  -1.214  -1.839  -0.29
S  -2.155  0.042  -1.900  -0.08
C  -4.025  -1.453  -3.060  0.26
N  -4.547  -1.602  -4.075  -0.30
C  0.216  -3.529  0.062  -1.16
Si  -0.033  -2.010  -1.077  1.42
C  -0.774  -2.813  -2.649  -1.13
C  1.635  -1.440  -1.828  -0.39
C  2.794  -2.186  -1.608  -0.25
C  3.975  -1.885  -2.277  -0.22
C  4.014  -0.821  -3.165  -0.23
C  2.873  -0.060  -3.384  -0.21
C  1.694  -0.374  -2.724  -0.25
H  0.406  -4.400  -0.568  0.24
H  -0.689  -3.731  0.634  0.24
H  1.059  -3.413  0.746  0.21
H  -0.026  -3.508  -3.040  0.23
H  -0.986  -2.087  -3.434  0.24
H  -1.684  -3.382  -2.451  0.23
H  2.768  -3.022  -0.918  0.20
H  4.859  -2.489  -2.107  0.21
H  4.931  -0.592  -3.695  0.21
H  2.900  0.773  -4.078  0.21
H  0.800  0.212  -2.914  0.22

The total energy is -235216.5133 eV. The HOMO energy (spin up / spin down) is -7.06 / -6.95 eV. As for the molecular weight: 888.780 g mol⁻¹. As for the spin multiplicity: 2. For the relative energy (zero: lowest compared OMol25 entry of this formula, charge and spin), the calculation gives 2.469 eV.



Density functional theory data (the ωB97M-V functional and the def2-TZVPD basis) for a structure of composition C29H38N3PdSSi2.

Each line ends with the Mulliken charge.
Geometry (Å):
Pd  -0.565  1.021  -0.059  -0.28
C  0.090  1.567  3.010  -1.16
Si  1.471  0.946  1.862  0.92
C  1.514  -0.944  1.981  -0.72
C  2.992  1.482  2.909  -1.52
C  1.531  1.628  0.163  0.64
C  1.675  3.094  0.041  -0.35
C  2.853  3.735  0.490  -0.98
C  3.008  5.096  0.360  -0.51
C  1.997  5.838  -0.247  -0.63
C  0.890  5.142  -0.693  -0.40
N  0.713  3.828  -0.555  -0.13
Si  1.642  0.844  -1.508  0.93
C  1.844  -1.042  -1.516  -0.55
C  3.314  1.411  -2.252  -1.45
C  0.498  1.325  -2.955  -1.12
H  0.333  1.306  4.047  0.36
H  -0.889  1.147  2.766  0.25
H  0.015  2.658  2.951  0.27
H  2.209  -1.249  2.769  0.55
H  1.840  -1.411  1.053  -0.05
H  0.530  -1.348  2.231  0.08
H  2.949  1.000  3.891  0.38
H  3.024  2.561  3.076  0.36
H  3.928  1.187  2.425  0.33
H  3.638  3.129  0.919  0.52
H  3.915  5.575  0.713  0.40
H  2.067  6.910  -0.381  0.38
H  0.080  5.669  -1.192  0.41
H  2.780  -1.318  -1.024  0.45
H  1.897  -1.387  -2.554  0.45
H  1.029  -1.568  -1.019  -0.54
H  4.130  1.097  -1.593  0.29
H  3.355  2.502  -2.324  0.32
H  3.496  1.008  -3.253  0.32
H  -0.572  1.188  -2.791  0.23
H  0.816  0.744  -3.830  0.35
H  0.648  2.384  -3.184  0.30
C  -4.617  1.328  1.084  -0.16
C  -4.752  0.654  -0.125  -0.64
C  -3.810  0.877  -1.109  -0.29
N  -2.789  1.732  -0.983  -0.40
C  -2.680  2.392  0.178  -0.05
C  -3.567  2.206  1.241  -0.58
H  -5.316  1.156  1.893  0.36
H  -5.555  -0.051  -0.292  0.39
H  -3.859  0.340  -2.052  0.52
H  -1.872  3.118  0.239  0.47
H  -3.400  2.737  2.168  0.40
N  -2.165  -1.096  1.255  0.02
S  -2.335  -2.564  0.759  -0.26
C  -0.868  -3.539  1.172  0.36
C  -0.795  -3.933  2.502  -0.51
C  0.338  -4.575  2.975  -0.58
C  1.402  -4.822  2.118  -0.40
C  1.325  -4.434  0.789  -0.57
C  0.191  -3.795  0.311  -0.03
C  -2.224  -2.731  -1.032  0.17
C  -1.699  -1.708  -1.799  1.44
C  -1.629  -1.852  -3.179  -1.08
C  -2.095  -3.011  -3.780  -0.48
C  -2.633  -4.032  -3.003  -0.65
C  -2.701  -3.894  -1.627  -0.12
H  -1.269  -0.671  0.929  -0.48
H  -1.618  -3.710  3.171  0.41
H  0.394  -4.871  4.015  0.38
H  2.295  -5.308  2.490  0.37
H  2.160  -4.609  0.122  0.38
H  0.143  -3.487  -0.725  0.31
H  -1.325  -0.799  -1.318  -0.47
H  -1.200  -1.052  -3.770  0.41
H  -2.041  -3.124  -4.856  0.41
H  -3.001  -4.937  -3.472  0.36
H  -3.116  -4.687  -1.015  0.45

The total energy is -65231.0440 eV. The HOMO energy is -2.94 eV. As for the molecular weight: 623.303 g mol⁻¹. For the relative energy (zero: lowest compared OMol25 entry of this formula, charge and spin), the calculation gives 0.604 eV. Its total charge is -1.



Density functional theory data (the ωB97M-V functional and the def2-TZVPD basis) for a cluster of 3 separate species, CH5NP2 in total in a non-equilibrium geometry.

Each line ends with the natural charge from an NBO analysis.
Geometry (Å):
C  -1.020  1.489  0.649  -0.90
N  -1.238  -0.879  -0.256  -1.18
P  -2.475  -1.588  -0.852  0.68
P  0.017  -0.026  0.185  0.75
H  -0.336  2.375  0.813  0.23
H  -1.424  1.395  1.636  0.23
H  -1.768  1.606  0.004  0.21
H  1.353  -2.515  -0.488  -0.01
H  1.475  -3.366  -0.759  0.00

The total energy is -21182.5006 eV. The HOMO energy (spin up / spin down) is -7.15 / -7.16 eV. As for the molecular weight: 93.006 g mol⁻¹. For the relative energy (zero: lowest compared OMol25 entry of this formula, charge and spin), the calculation gives 1.940 eV.



Density functional theory data (the ωB97M-V functional and the def2-TZVPD basis) for the ion C11H22Br2N7O2 with charge +1 in a non-equilibrium geometry.

Each line ends with the natural charge from an NBO analysis.
Geometry (Å):
C  3.976  -2.534  -0.281  -0.61
C  4.353  -1.409  -1.255  -0.45
C  3.818  -0.032  -0.857  -0.06
O  2.715  0.411  -1.673  -0.50
C  1.540  -0.245  -1.467  0.11
N  0.522  0.645  -0.867  -0.17
N  -0.810  0.468  -1.132  -0.37
C  -1.470  1.412  -0.426  0.57
N  -2.790  1.513  -0.450  -0.10
O  -3.395  2.540  0.255  -0.50
C  -3.653  0.637  -1.187  -0.27
C  -3.952  -0.711  -0.502  0.38
N  -5.287  -0.565  0.132  -0.83
N  -3.990  -1.720  -1.535  -0.85
N  -2.913  -1.088  0.449  -0.89
N  -0.607  2.166  0.260  -0.48
C  0.585  1.677  -0.021  0.43
C  1.820  2.201  0.555  -0.22
Br  2.711  3.546  -0.402  0.17
C  2.228  1.725  1.738  -0.04
C  1.489  0.652  2.477  -0.67
Br  3.787  2.368  2.562  0.15
H  4.743  -3.291  -0.229  0.23
H  3.794  -2.124  0.705  0.20
H  3.046  -3.009  -0.580  0.19
H  4.071  -1.657  -2.270  0.22
H  5.433  -1.325  -1.227  0.23
H  3.522  -0.057  0.186  0.17
H  4.582  0.714  -0.995  0.22
H  1.130  -0.551  -2.428  0.19
H  1.629  -1.138  -0.852  0.19
H  -1.112  -0.264  -1.753  0.45
H  -3.061  2.511  1.162  0.49
H  -3.234  0.490  -2.176  0.22
H  -4.594  1.144  -1.345  0.26
H  -5.272  0.252  0.741  0.36
H  -5.385  -1.347  0.772  0.36
H  -3.984  -2.644  -1.124  0.37
H  -4.846  -1.645  -2.068  0.39
H  -3.160  -0.869  1.398  0.38
H  -2.620  -2.046  0.355  0.38
H  0.455  0.930  2.622  0.24
H  1.488  -0.253  1.871  0.22
H  1.961  0.416  3.418  0.26

The total energy is -166365.7439 eV. The HOMO energy is -12.14 eV. As for the molecular weight: 444.152 g mol⁻¹. As for the SMILES: CCCOCN1NC(N(O)CC(N)(N)N)=[N+]=C1/C(Br)=C(\C)Br. Its total charge is +1.



Q: Which value of molecular weight does entry 5 give?
A: 444.152 g mol⁻¹



Q: molecular weight of number 1 (C5H10OS)?
A: 118.201 g mol⁻¹



Q: What is the formula in the first record?
A: C5H10OS